{"formula": "C76H144B2F8N16O8", "method": "wB97M-V/def2-TZVPD", "de_lowest_kcal_mol": 181.42, "total_charge": 6, "homo_lumo_gap_ev": 1.894, "e_lumo_ev": -12.57, "fmax_ev_per_a": 9.538, "homo_ev": -14.461, "symbols": ["C", "C", "C", "C", "C", "C", "N", "O", "C", "C", "C", "H", "H", "H", "H", "H", "H", "H", "H", "H", "H", "H", "H", "H", "H", "H", "H", "H", "H", "C", "C", "C", "C", "C", "C", "N", "O", "C", "C", "C", "H", "H", "H", "H", "H", "H", "H", "H", "H", "H", "H", "H", "H", "H", "H", "H", "H", "H", "C", "C", "C", "C", "C", "C", "N", "O", "C", "C", "C", "H", "H", "H", "H", "H", "H", "H", "H", "H", "H", "H", "H", "H", "H", "H", "H", "H", "H", "C", "C", "C", "C", "C", "C", "N", "O", "C", "C", "C", "H", "H", "H", "H", "H", "H", "H", "H", "H", "H", "H", "H", "H", "H", "H", "H", "H", "H", "C", "C", "N", "C", "C", "N", "C", "C", "H", "H", "H", "H", "H", "H", "H", "H", "H", "H", "H", "C", "C", "N", "C", "C", "N", "C", "C", "H", "H", "H", "H", "H", "H", "H", "H", "H", "H", "H", "C", "C", "N", "C", "C", "N", "C", "C", "H", "H", "H", "H", "H", "H", "H", "H", "H", "H", "H", "C", "C", "N", "C", "C", "N", "C", "C", "H", "H", "H", "H", "H", "H", "H", "H", "H", "H", "H", "C", "C", "N", "C", "C", "N", "C", "C", "H", "H", "H", "H", "H", "H", "H", "H", "H", "H", "H", "C", "C", "N", "C", "C", "N", "C", "C", "H", "H", "H", "H", "H", "H", "H", "H", "H", "H", "H", "C", "C", "O", "O", "H", "H", "H", "C", "C", "O", "O", "H", "H", "H", "B", "F", "F", "F", "F", "B", "F", "F", "F", "F"], "positions_angstrom": [[-8.8651, 1.4054, 3.1623], [-9.3589, -0.0599, 2.8300], [-10.8259, -0.0211, 2.6339], [-11.2675, 0.5927, 1.3398], [-10.7543, -0.2020, 0.1327], [-9.1942, -0.3626, 0.1896], [-8.6496, -0.5477, 1.5874], [-7.4016, -1.1398, 1.7422], [-8.4903, 0.8845, -0.3920], [-8.8598, -1.6750, -0.6009], [-8.9623, -1.0366, 3.9601], [-9.3348, 1.9683, 3.9689], [-8.9260, 2.1222, 2.3435], [-7.7953, 1.2728, 3.3242], [-11.2149, 0.6062, 3.4360], [-11.2756, -1.0132, 2.6719], [-11.0083, 1.6473, 1.4327], [-12.3515, 0.5151, 1.2564], [-10.9620, 0.1924, -0.8620], [-11.2750, -1.1557, 0.0474], [-8.8513, 1.0439, -1.4081], [-7.4050, 0.8534, -0.4884], [-8.8863, 1.7814, 0.0843], [-9.0924, -1.5383, -1.6570], [-9.4904, -2.4719, -0.2068], [-7.8074, -1.9588, -0.6089], [-8.9559, -2.1039, 3.7392], [-9.5203, -0.8125, 4.8692], [-7.9361, -0.7756, 4.2189], [5.5128, -4.0892, -2.1369], [4.6102, -5.3797, -1.9464], [5.5453, -6.6222, -2.2943], [4.9356, -7.9723, -1.8890], [4.5737, -7.9385, -0.3330], [3.7350, -6.7879, 0.1945], [4.2893, -5.5348, -0.4666], [3.8921, -4.2886, 0.0894], [3.9321, -6.6291, 1.7693], [2.2261, -6.7650, -0.1902], [3.2779, -5.3147, -2.7611], [5.0556, -3.1068, -2.0190], [5.9317, -4.1134, -3.1429], [6.3408, -4.1945, -1.4359], [6.4896, -6.5246, -1.7586], [5.6804, -6.6420, -3.3757], [5.6581, -8.7643, -2.0863], [4.0312, -8.0967, -2.4846], [5.5424, -8.0740, 0.1479], [4.0504, -8.8512, -0.0480], [3.6526, -7.5594, 2.2637], [3.2699, -5.8650, 2.1766], [4.9480, -6.3385, 2.0368], [1.7746, -5.7734, -0.1579], [1.6478, -7.4123, 0.4691], [2.1622, -7.1623, -1.2031], [2.9253, -6.2703, -3.1492], [3.2936, -4.6099, -3.5924], [2.4258, -4.9287, -2.2016], [8.0649, 1.9717, 7.0229], [8.1654, 0.6515, 6.2091], [8.7292, -0.4337, 7.1924], [8.4988, -1.8589, 6.7390], [7.0295, -2.1584, 6.5253], [6.3547, -1.2560, 5.5349], [6.7471, 0.2432, 5.7659], [5.8724, 1.3028, 5.6204], [4.7557, -1.3888, 5.6674], [6.7600, -1.6240, 4.1088], [9.2104, 0.7222, 5.0382], [9.0566, 2.3421, 7.2827], [7.3345, 1.9247, 7.8306], [7.6333, 2.7710, 6.4204], [8.2233, -0.3495, 8.1542], [9.7989, -0.3514, 7.3850], [8.7734, -2.5436, 7.5413], [9.1547, -2.2219, 5.9478], [6.5041, -2.0471, 7.4739], [6.9046, -3.2093, 6.2644], [4.3983, -1.2034, 6.6804], [4.4995, -2.4208, 5.4276], [4.1666, -0.6154, 5.1746], [6.3388, -0.9458, 3.3668], [6.2883, -2.5967, 3.9690], [7.7735, -1.8525, 3.7792], [9.5393, -0.2446, 4.6569], [10.0454, 1.3901, 5.2496], [8.7367, 1.2155, 4.1895], [6.4851, 5.9955, -7.0694], [5.4992, 5.1358, -6.1872], [4.1002, 5.5587, -6.5853], [2.9960, 4.5418, -6.2379], [3.2657, 3.2408, -6.9098], [4.6800, 2.6296, -6.4880], [5.7101, 3.6596, -6.5131], [7.0111, 3.1803, -6.4004], [5.0258, 1.6659, -7.7103], [4.6082, 1.9741, -5.1372], [5.6281, 5.3324, -4.6014], [7.5546, 6.0788, -6.8760], [6.0847, 7.0067, -7.1413], [6.4595, 5.6532, -8.1039], [3.9990, 5.8760, -7.6232], [3.8906, 6.4404, -5.9797], [2.0288, 4.9056, -6.5847], [2.8530, 4.3387, -5.1766], [3.2749, 3.4108, -7.9864], [2.4857, 2.5697, -6.5504], [5.2931, 2.1691, -8.6394], [4.1690, 1.0146, -7.8831], [5.8067, 0.9567, -7.4356], [4.2090, 2.5582, -4.3080], [5.6406, 1.7834, -4.8443], [3.9353, 1.1226, -5.2388], [6.6108, 5.0400, -4.2314], [4.8105, 4.7853, -4.1319], [5.4336, 6.3575, -4.2861], [-5.5034, -2.6200, -6.7079], [-5.2870, -4.0456, -6.1784], [-5.1750, -5.0770, -7.1864], [-6.3262, -5.5871, -7.8255], [-5.9844, -6.6668, -8.6968], [-4.5842, -6.7715, -8.4905], [-4.1108, -5.8286, -7.6593], [-3.8354, -7.8528, -8.9881], [-4.7424, -2.4589, -7.4715], [-5.4360, -1.8445, -5.9449], [-6.4322, -2.4806, -7.2610], [-6.1290, -4.2642, -5.5216], [-4.4175, -4.0863, -5.5223], [-7.3249, -5.2035, -7.6776], [-6.4972, -7.4513, -9.2335], [-3.1218, -5.8278, -7.2252], [-3.9329, -8.6721, -8.2758], [-2.8022, -7.5102, -9.0431], [-4.2780, -8.1282, -9.9453], [-0.7312, 1.4799, 7.0253], [-2.2835, 1.6881, 6.9255], [-2.9535, 0.4679, 7.3029], [-3.3388, 0.0454, 8.5795], [-3.7615, -1.2941, 8.4498], [-3.5983, -1.6698, 7.1483], [-3.1549, -0.5640, 6.4512], [-4.0859, -2.8926, 6.5505], [-0.2837, 0.6836, 6.4306], [-0.4176, 1.4588, 8.0690], [-0.3023, 2.3649, 6.5553], [-2.5241, 1.9479, 5.8946], [-2.6709, 2.5393, 7.4855], [-3.2305, 0.7371, 9.4018], [-4.2808, -1.9674, 9.1156], [-3.0481, -0.5668, 5.3765], [-4.5577, -2.7221, 5.5828], [-4.8120, -3.4392, 7.1524], [-3.3515, -3.6932, 6.4628], [4.5669, 13.0023, -1.0812], [5.6591, 12.1586, -0.4319], [4.9884, 10.9765, 0.1600], [4.7655, 10.8693, 1.5488], [4.2205, 9.5443, 1.7449], [4.1614, 8.8763, 0.5176], [4.5824, 9.7946, -0.4109], [3.8393, 7.5198, 0.3033], [3.9886, 12.4843, -1.8464], [5.0193, 13.8657, -1.5689], [3.8894, 13.4924, -0.3821], [6.1649, 12.6577, 0.3946], [6.4901, 11.8310, -1.0565], [5.0472, 11.7417, 2.1197], [3.8077, 9.0610, 2.6180], [4.6497, 9.6400, -1.4776], [2.8746, 7.2734, 0.7469], [4.6140, 6.9777, 0.8456], [3.8107, 7.2791, -0.7594], [-6.3621, 8.1079, -3.6497], [-5.5425, 7.4307, -2.5244], [-4.8020, 6.2773, -2.9591], [-5.3718, 5.2432, -3.6911], [-4.3191, 4.3659, -3.9459], [-3.1320, 4.9064, -3.4552], [-3.4089, 6.1187, -2.8036], [-1.8825, 4.1763, -3.2969], [-5.6994, 8.3746, -4.4731], [-6.9060, 9.0356, -3.4719], [-7.1180, 7.4385, -4.0603], [-6.2602, 7.1406, -1.7571], [-4.8608, 8.1622, -2.0905], [-6.4093, 5.3955, -3.9498], [-4.1968, 3.3839, -4.3783], [-2.7402, 6.7923, -2.2885], [-1.3555, 4.0556, -4.2434], [-2.0267, 3.2144, -2.8048], [-1.2125, 4.7613, -2.6669], [-2.7359, -0.7381, -1.7295], [-1.5398, -1.4975, -1.1650], [-0.4871, -0.6534, -0.6562], [0.8350, -0.7110, -1.1004], [1.4754, 0.2053, -0.2970], [0.6028, 0.7897, 0.6734], [-0.6423, 0.2614, 0.3216], [0.9169, 1.8334, 1.6665], [-3.5995, -1.3916, -1.8525], [-2.5934, -0.3062, -2.7201], [-3.0768, -0.0228, -0.9809], [-1.1960, -2.1442, -1.9723], [-1.7830, -2.0963, -0.2874], [1.1622, -1.3969, -1.8678], [2.5212, 0.4558, -0.1971], [-1.4634, 0.4927, 0.9839], [0.0112, 2.3250, 2.0218], [1.5475, 2.6017, 1.2192], [1.4071, 1.4552, 2.5637], [-4.5552, -6.4535, 1.4823], [-3.1433, -6.9647, 1.8010], [-3.1181, -7.5013, 3.1235], [-4.0796, -8.3001, 3.7190], [-3.6824, -8.6724, 5.0012], [-2.4323, -8.0577, 5.1802], [-2.0987, -7.3998, 4.0330], [-1.6429, -8.0078, 6.4086], [-4.7098, -5.4982, 1.9839], [-5.3578, -7.1382, 1.7565], [-4.5907, -6.1922, 0.4247], [-2.3510, -6.2166, 1.7729], [-2.9181, -7.8165, 1.1593], [-4.8651, -8.6861, 3.0863], [-3.9355, -9.3782, 5.7785], [-1.1591, -6.8905, 3.8774], [-0.5964, -8.2864, 6.2847], [-1.9070, -8.7514, 7.1604], [-1.7465, -7.0476, 6.9139], [-5.5541, 5.1103, 2.0897], [-4.4291, 4.1728, 1.7287], [-4.6577, 2.9480, 1.7443], [-3.2935, 4.5985, 1.4672], [-5.9905, 4.8972, 3.0656], [-6.3268, 5.2132, 1.3278], [-5.3819, 6.1778, 2.2274], [7.8559, 0.6339, 0.0735], [6.7511, 1.6294, 0.2816], [6.3805, 2.2824, -0.7280], [6.3038, 1.7796, 1.4119], [8.7023, 0.9116, 0.7017], [8.3126, 0.7452, -0.9099], [7.5871, -0.4063, 0.2575], [-0.3842, -3.0221, 3.8563], [0.1860, -3.4484, 2.7198], [0.0912, -3.8537, 4.8584], [-0.1090, -1.6927, 4.2206], [-1.7775, -3.0974, 3.6379], [-0.5283, -0.7963, -6.5607], [-1.1913, 0.3217, -6.1367], [-1.3526, -1.9024, -6.5218], [-0.0392, -0.6122, -7.8307], [0.5472, -1.0433, -5.7111]], "forces_ev_per_a": [[1.583, -0.231, -1.054], [0.737, -0.280, 0.964], [-1.597, -0.626, -0.559], [-0.745, 0.145, -0.812], [1.142, 0.586, 0.637], [0.287, -1.579, -1.168], [6.542, -2.551, 0.949], [-8.131, 3.898, -1.104], [-0.603, 0.492, -0.459], [0.282, 0.513, 0.056], [1.156, 1.004, 0.416], [-0.294, -1.000, 0.400], [-0.156, -0.405, -0.408], [0.071, 0.452, 0.359], [-0.114, -0.396, 0.187], [0.122, -0.182, 0.458], [0.022, 0.127, -0.918], [-0.079, 0.367, 0.328], [0.044, 0.701, 0.208], [0.312, -0.322, 0.648], [-0.187, -0.568, -0.172], [-0.067, -0.089, 0.678], [0.570, 0.027, 0.430], [-0.397, 0.243, 0.105], [0.232, -0.115, -0.063], [-0.052, 0.098, 0.428], [-0.503, 0.183, -0.296], [-0.383, -0.098, -0.269], [0.135, -0.218, 0.083], [-0.379, -0.850, 0.237], [1.976, -0.069, -0.356], [-1.209, -0.060, 0.331], [-1.044, 1.268, 1.287], [0.418, -1.435, -1.572], [1.315, 1.253, 1.688], [-4.484, 8.197, 1.918], [2.889, -7.833, -2.753], [-0.577, 0.312, -0.947], [0.299, -0.521, -0.530], [-0.690, 0.083, 0.245], [-0.365, -0.343, 0.228], [-0.084, -0.258, -0.010], [0.042, 0.234, -0.042], [0.145, 0.370, -0.287], [0.333, 0.312, 0.076], [-0.288, -0.063, 0.047], [0.028, -0.498, -0.028], [-0.069, 0.673, 0.525], [-0.199, -0.095, -0.170], [0.227, -0.140, -0.247], [-0.068, 0.079, -0.239], [0.050, -0.277, -0.210], [0.310, -0.029, 0.159], [0.342, -0.128, 0.121], [-0.328, 0.021, 0.059], [0.430, -0.122, 0.021], [0.850, -0.107, -0.093], [0.267, 0.013, 0.487], [-0.714, 0.535, -1.586], [1.307, 0.007, 1.488], [-0.847, -0.943, 0.003], [0.053, -1.013, 0.400], [0.421, 0.327, 0.961], [-2.294, 0.920, -0.763], [-3.420, 5.939, -0.493], [5.340, -7.740, 0.773], [1.136, 0.809, 0.602], [-0.538, -0.268, -1.233], [-1.552, 0.630, -1.173], [-0.098, -0.485, 0.421], [0.527, -0.457, 0.405], [0.212, -0.012, -0.394], [-0.006, 0.291, 0.101], [-0.074, 0.801, -0.278], [0.252, 0.213, 0.332], [-0.197, 0.441, -0.485], [0.071, 0.041, 0.219], [-0.237, 0.144, -0.463], [0.627, -0.307, 0.472], [-0.106, 0.272, -0.321], [0.381, -0.405, -0.983], [-0.076, 0.115, 0.048], [-0.348, 0.007, -0.042], [0.436, 0.615, 0.916], [0.042, -0.015, 0.476], [-0.038, -0.351, 0.682], [-0.169, 0.032, -0.201], [-0.146, -0.209, -0.298], [1.125, 1.123, -0.488], [-1.511, -0.061, 0.871], [0.070, 0.526, -0.110], [1.181, -0.019, 0.587], [-2.071, 0.269, -3.589], [8.004, -2.190, 3.064], [-8.167, 3.379, -1.145], [0.183, -0.906, 1.388], [0.719, -0.135, 0.772], [0.033, -0.717, -0.822], [-0.198, -0.392, 0.847], [-0.065, 0.004, 0.378], [-0.292, -0.312, -0.039], [0.255, -0.275, -0.100], [0.178, 0.258, -0.200], [0.043, 0.212, -0.058], [0.307, 0.409, 0.270], [-0.275, -0.471, -0.041], [0.215, -0.539, -0.687], [-0.097, 0.250, 0.270], [-0.303, 0.361, -0.034], [0.342, 0.315, -0.002], [-0.172, 0.504, -0.366], [-0.177, -0.871, 0.144], [0.474, -0.304, -0.034], [-0.181, -0.216, -0.022], [0.351, -0.387, 0.103], [0.240, 0.246, -0.758], [0.595, -0.405, -1.216], [-0.105, 1.289, 1.233], [-0.791, -2.561, -2.538], [0.735, -1.837, -1.688], [1.964, 2.806, 3.483], [-2.014, 2.196, 0.838], [-2.337, 0.164, 0.809], [0.903, -0.969, -0.329], [0.270, 0.425, 0.206], [0.128, -0.312, 0.075], [-0.277, -0.301, 0.301], [-0.065, -0.560, -0.175], [0.221, 0.015, -0.314], [0.252, 0.234, 0.212], [-0.215, 0.458, -0.106], [0.038, 0.264, -0.348], [0.197, -0.209, -0.224], [0.016, -0.507, -0.427], [0.565, -0.151, -0.037], [-0.654, 1.401, -0.079], [1.607, 0.202, -0.727], [-1.335, -2.778, -0.143], [-0.092, -1.513, -1.045], [0.373, 1.933, 0.547], [0.124, 2.604, -0.877], [-0.253, -0.953, 1.131], [-0.376, -1.550, -0.363], [-0.659, -0.502, 0.228], [0.110, -0.207, -0.133], [0.109, 0.289, 0.318], [-0.213, -0.405, -0.088], [0.258, -0.287, 0.446], [-0.222, -0.347, 0.114], [0.374, 0.226, 0.292], [0.325, 0.131, 0.111], [0.301, 0.207, 0.076], [-0.365, 0.888, 0.474], [0.734, 0.648, -0.350], [0.630, 1.108, -0.490], [-0.818, -0.135, -0.032], [-0.763, -3.112, 1.738], [-1.058, -3.223, -1.868], [0.915, 2.334, -0.381], [1.054, 5.606, -0.275], [0.742, 0.741, 0.631], [-0.220, -1.404, 0.340], [0.110, -0.203, 0.136], [0.218, -0.102, -0.231], [-0.036, -0.542, 0.346], [-0.317, 0.129, 0.060], [-0.421, -0.089, -0.426], [-0.317, -0.470, 0.595], [0.327, 0.180, 0.085], [-0.002, -0.258, 0.134], [-0.010, 0.107, -0.046], [-0.127, -0.577, -0.412], [0.219, 0.049, 0.183], [0.502, -0.388, -1.014], [-1.563, 1.904, 0.333], [3.335, -0.435, -0.433], [2.546, 0.140, 0.654], [0.121, 0.761, 0.264], [-1.608, 2.334, 1.971], [-3.711, -2.753, -2.204], [0.858, 0.194, -0.031], [0.129, -0.151, -0.130], [0.258, -0.122, 0.984], [0.030, -0.145, 0.046], [0.301, -0.218, 0.236], [0.079, -0.234, 0.044], [0.137, -0.803, -0.136], [-0.623, 0.162, -0.268], [-0.082, -0.211, -0.033], [-0.361, -0.169, -0.121], [-0.241, 0.102, -0.165], [-0.209, 0.041, 0.085], [-0.613, -0.013, 0.635], [-1.182, -0.594, -0.267], [0.549, 1.344, 0.006], [-0.515, 1.826, 2.196], [0.563, 0.293, 1.297], [-1.504, -2.405, -3.618], [2.791, 0.305, 1.338], [-0.150, 0.293, 0.150], [0.179, -0.403, 0.073], [0.459, 0.245, 0.236], [0.024, 0.439, -0.282], [0.634, 0.045, 0.334], [-0.540, -0.335, -0.313], [-0.046, 0.300, 0.044], [0.042, -0.049, -0.364], [-0.557, -0.253, -0.599], [-0.223, -0.182, -0.375], [-0.001, -0.237, -0.124], [0.122, -0.471, -0.353], [0.740, 1.069, -0.230], [-0.728, -0.450, -0.755], [1.459, -1.133, 4.388], [0.035, -1.053, 0.644], [1.583, 1.159, -1.412], [-0.203, 0.459, -1.876], [-1.306, -0.417, 0.373], [0.534, -0.359, 1.070], [-0.132, -0.092, 0.303], [0.222, 0.014, -0.256], [-0.188, -0.366, -0.068], [-0.244, 0.100, -0.371], [0.246, 0.241, -0.372], [-0.209, 0.096, 0.496], [-0.830, 0.116, -0.349], [-0.172, 0.242, 0.051], [0.030, 0.536, -0.703], [-0.892, -0.167, -0.418], [0.129, 0.066, -0.358], [-0.992, 1.556, 0.449], [1.080, -0.502, 0.010], [-1.423, -1.306, 0.144], [0.807, 1.482, -0.434], [-0.307, -0.743, -0.206], [-0.315, -0.933, -0.078], [1.283, 0.082, -0.149], [1.438, -0.030, -0.438], [-0.069, 0.533, -1.647], [-0.215, -0.002, -0.450], [-0.802, -0.190, 2.235], [-0.125, -0.201, 0.583], [-0.461, -0.274, -0.307], [-0.109, 0.045, 0.090], [-0.599, 0.567, 1.167], [1.364, -0.195, -2.508], [-0.380, -0.589, 0.991], [0.223, 0.427, -0.237], [-0.906, -0.267, 0.484], [0.766, -0.424, -0.504], [-0.979, 1.394, 0.712], [-1.142, -1.075, 0.138], [0.251, 0.222, -0.992], [1.030, -0.114, 1.133]], "lowdin_charge": [0.035, -0.440, -0.159, -0.158, -0.097, -0.415, 0.125, 0.135, 0.012, -0.010, -0.008, 0.117, 0.081, 0.094, 0.147, 0.143, 0.121, 0.135, 0.134, 0.127, 0.101, 0.103, 0.088, 0.100, 0.094, 0.078, 0.098, 0.111, 0.076, -0.009, -0.389, -0.116, -0.132, -0.109, -0.418, 0.113, 0.115, 0.005, 0.010, 0.006, 0.085, 0.100, 0.090, 0.127, 0.136, 0.128, 0.099, 0.129, 0.132, 0.097, 0.081, 0.093, 0.091, 0.102, 0.080, 0.084, 0.103, 0.075, -0.019, -0.388, -0.120, -0.183, -0.148, -0.401, 0.151, 0.156, 0.003, -0.006, 0.021, 0.109, 0.097, 0.082, 0.128, 0.145, 0.131, 0.120, 0.132, 0.144, 0.085, 0.095, 0.079, 0.099, 0.094, 0.097, 0.085, 0.108, 0.093, 0.003, -0.387, -0.140, -0.189, -0.118, -0.445, 0.112, 0.179, 0.015, 0.015, 0.035, 0.095, 0.096, 0.095, 0.137, 0.126, 0.126, 0.106, 0.133, 0.138, 0.101, 0.102, 0.090, 0.088, 0.105, 0.114, 0.101, 0.070, 0.093, -0.054, -0.191, -0.040, 0.028, 0.074, -0.140, 0.037, -0.001, 0.086, 0.081, 0.078, 0.122, 0.125, 0.134, 0.141, 0.169, 0.117, 0.114, 0.118, -0.041, -0.149, -0.062, 0.046, 0.009, -0.080, 0.031, -0.002, 0.074, 0.080, 0.075, 0.128, 0.136, 0.140, 0.139, 0.170, 0.102, 0.100, 0.098, -0.058, -0.145, -0.062, 0.063, 0.030, -0.117, 0.014, -0.007, 0.079, 0.090, 0.089, 0.129, 0.134, 0.137, 0.131, 0.160, 0.108, 0.119, 0.104, -0.054, -0.174, -0.066, 0.034, 0.013, -0.095, 0.101, 0.001, 0.085, 0.093, 0.067, 0.132, 0.130, 0.133, 0.136, 0.160, 0.103, 0.101, 0.096, -0.054, -0.173, -0.067, 0.029, 0.009, -0.047, 0.036, 0.018, 0.076, 0.086, 0.073, 0.131, 0.132, 0.137, 0.134, 0.172, 0.101, 0.102, 0.100, -0.051, -0.166, -0.065, 0.002, 0.051, -0.086, 0.037, 0.009, 0.082, 0.073, 0.083, 0.134, 0.135, 0.134, 0.143, 0.169, 0.108, 0.106, 0.105, -0.055, -0.848, -0.126, -0.103, 0.064, 0.055, 0.060, -0.051, -0.849, -0.101, -0.076, 0.065, 0.064, 0.056, -1.378, 0.145, 0.103, 0.076, 0.055, -1.406, 0.112, 0.096, 0.127, 0.073]}